Formula: C29H32FN4Pd
Source: the OMol25 dataset
Level of theory: wB97M-V/def2-TZVPD

Atoms and positions in Å:
Pd -1.3334 0.1542 0.6386
F -2.4668 -1.6902 -1.3563
N -0.6953 2.5253 0.0192
N -2.6772 3.5836 0.7575
N -3.2134 1.3253 1.0402
N 0.0953 -1.1214 -0.5220
C -1.3930 3.6334 0.2136
C 4.1317 0.0927 -0.4008
C -4.6423 0.6296 2.9422
C 3.4656 -0.2601 0.7615
C 1.4836 -1.1283 2.0390
C 1.1402 3.8389 -0.7964
C 1.4620 -0.5577 -3.0268
C 1.3885 0.7987 -3.7305
C 1.4596 -0.8010 -0.4817
C -1.5312 -2.6733 -1.3770
C -3.3257 2.5317 1.4401
C 2.1478 -0.4667 -1.6739
C -0.8811 4.9053 -0.0975
C 0.3909 4.9981 -0.6096
C -4.1130 2.9286 2.5886
C -3.7451 0.2231 1.8439
C 0.5499 2.6383 -0.4617
C 2.2500 -2.2579 2.7300
C -1.0044 -4.9583 -1.9183
C 2.1502 -0.7166 0.7412
C -0.2185 -2.3572 -0.9727
C 1.3007 0.0627 2.9800
C 3.4634 -0.0238 -1.6122
C -4.7733 1.9437 3.3176
C 2.1426 -1.5909 -3.9264
C 0.3073 -4.6983 -1.5462
C -1.9221 -3.9111 -1.8236
C -2.4924 -0.5478 2.3388
C 0.6854 -3.4425 -1.0899
H 1.5913 -1.7042 -4.8634
H 1.0866 1.7050 -0.5824
H 2.3389 -3.1276 2.0759
H 0.9348 0.6918 -4.7193
H -2.9592 -4.0372 -2.1118
H -2.6841 -1.6150 2.4612
H 0.8967 -0.2655 3.9413
H 0.4396 -0.8853 -2.8416
H 3.9757 0.2443 -2.5309
H 3.2596 -1.9490 3.0161
H -1.3118 -5.9334 -2.2715
H 5.1558 0.4445 -0.3660
H -2.1441 -0.1180 3.2845
H 0.5950 0.7796 2.5533
H -3.0271 4.4935 1.0059
H 0.7869 1.5082 -3.1615
H 2.3833 1.2326 -3.8650
H 0.8033 5.9698 -0.8538
H 1.7152 -3.2735 -0.7965
H -1.4812 5.7909 0.0736
H -4.1705 3.9715 2.8741
H 2.1457 3.8601 -1.1916
H -5.1350 -0.1608 3.4954
H 2.1852 -2.5644 -3.4372
H 1.0544 -5.4822 -1.6049
H -5.3697 2.2217 4.1783
H -4.2673 -0.4460 1.1513
H 2.2517 0.5722 3.1643
H 1.7273 -2.5663 3.6387
H 0.4897 -1.4962 1.7751
H 3.9827 -0.1859 1.7130
H 3.1641 -1.2856 -4.1732

## Properties
<S²>: 2.02
Multiplicity: 3
Net charge: -1
Total energy in eV: -42749.369
Kohn-Sham gap (alpha / beta) in eV: 5.22 / 5.48
Energy relative to the best compared isomer or geometry (same formula, charge and spin) in kJ/mol: 0.0

Formula: C29H32N5O2PPdS
Source: the OMol25 dataset
Level of theory: wB97M-V/def2-TZVPD

Atoms and positions in Å:
Pd -1.5655 -1.4446 -1.6969
S -1.3018 -2.6931 0.5523
P -3.9740 -1.1143 -1.8338
O 0.9101 -0.9530 -1.9144
O 5.2555 2.6642 4.0659
N -1.7741 -3.5954 -3.7045
N -1.0543 0.8957 -2.2827
N -0.6277 -4.7155 -2.1794
N 3.0263 4.8464 -0.5420
N 2.0765 4.3725 -1.2569
C -5.7064 -0.8716 -2.5344
C 0.2936 -4.9823 -1.1111
C 5.5262 3.9882 1.9965
C -1.1471 -1.9889 2.1050
C 0.5306 2.6730 -1.8746
C -2.1556 -4.8980 -3.7255
C 1.8310 3.0560 -1.4022
C 2.8470 3.4977 1.4758
C -0.9163 -0.9739 4.7093
C -0.1930 -2.0942 4.3226
C 0.1840 1.3018 -1.9630
C 2.7691 2.0225 -1.1669
C -1.4568 -5.6106 -2.7944
C -0.8648 -3.5060 -2.7534
C -1.7654 -0.3704 3.7898
C -4.1330 0.1401 -0.4715
C 3.6010 4.2296 0.5286
C -0.3093 -2.6006 3.0499
C 4.9433 4.4877 0.8459
C 3.4225 3.0200 2.6230
C 4.7755 3.2374 2.8886
C -1.7178 3.1698 -2.5559
C -4.3933 -2.6613 -0.9235
C 1.1785 0.2525 -1.7336
C -1.9664 1.7953 -2.5869
C -1.8845 -0.8699 2.5118
C -0.4686 3.6095 -2.1754
C 6.6168 2.7827 4.3334
C 2.4782 0.7059 -1.3503
H -6.4478 -0.8585 -1.7355
H -0.2214 4.6609 -2.1074
H -1.4834 -6.6492 -2.5181
H 0.3028 -4.1208 -0.4381
H -4.7512 -0.2291 0.3483
H -2.9391 1.4096 -2.8842
H 7.2339 2.2541 3.5943
H -4.5541 1.0684 -0.8568
H -0.8059 -0.5734 5.7110
H -5.7742 0.0564 -3.0963
H -4.3974 -3.4808 -1.6416
H 3.7779 2.3076 -0.8930
H 6.5778 4.1832 2.1638
H -2.3457 0.5000 4.0832
H 0.2538 -3.4740 2.7517
H 1.7992 3.3130 1.2841
H 3.2483 -0.0447 -1.2173
H 6.9382 3.8319 4.3665
H -2.9082 -5.2438 -4.4123
H 6.7686 2.3320 5.3158
H -3.5848 -2.8394 -0.2106
H 2.8434 2.4444 3.3298
H 0.4740 -2.5759 5.0302
H -3.1218 0.3457 -0.1141
H -5.3584 -2.6012 -0.4178
H -2.5511 -0.4087 1.7956
H -0.0410 -5.8523 -0.5465
H -5.9277 -1.6956 -3.2076
H 1.3036 -5.1640 -1.4942
H -2.5011 3.8720 -2.8220
H -0.2372 -2.6296 -2.5708
H 5.5389 5.0586 0.1458

## Properties
Multiplicity: 1
Net charge: -2
Total energy in eV: -65740.209
Kohn-Sham gap in eV: 4.22
Energy relative to the best compared isomer or geometry (same formula, charge and spin) in kJ/mol: 174.9

Formula: C29H32N6O2
Source: the OMol25 dataset
Level of theory: wB97M-V/def2-TZVPD

Atoms and positions in Å:
O -1.0735 0.9706 0.1398
O 3.3201 -0.4821 -1.9958
N -0.0898 -0.0191 -2.8346
N -1.4018 -2.6179 -0.7969
N -1.0953 -3.9189 -0.8213
N 0.8445 1.5081 1.1697
N -0.6243 -3.1136 -2.7437
N -0.6386 -4.1886 -1.9711
C 4.1563 2.4470 2.3993
C -4.0197 -1.4370 1.6406
C -4.9766 -0.3059 3.9973
C -4.3188 0.4794 3.0650
C -2.2219 -0.7722 -3.7434
C 3.0573 -1.1788 0.0951
C 4.1028 2.7209 0.0264
C -3.6239 -1.2810 -3.4387
C 2.0300 2.1285 -1.1996
C 0.0912 1.3450 0.0378
C 3.9294 -0.6706 -0.8127
C -3.8435 -0.0809 1.8934
C -1.9525 -2.0049 0.3782
C 2.1478 1.9282 1.2156
C 1.8238 -1.3169 -0.5877
C -4.6744 -2.2183 2.5820
C 2.0351 -0.8782 -1.8629
C 0.0113 1.3802 -2.4943
C 2.1868 1.6298 3.7211
C -1.3154 -0.7236 -2.4913
C 2.7748 2.2778 0.0073
C 6.2236 3.2714 1.2515
C 1.1441 -0.7217 -3.0651
C 0.7632 1.6536 -1.2132
C 2.8488 2.0116 2.4300
C 4.8000 2.8075 1.2096
C -3.4862 -2.0399 0.3710
C -5.1530 -1.6564 3.7534
C -1.0973 -2.1185 -2.0221
H -4.1780 1.5344 3.2511
H -2.2760 0.2367 -4.1550
H 1.8570 0.5908 3.6955
H 1.3197 2.2617 3.9163
H -1.7431 -1.4172 -4.4807
H 0.8988 -1.7051 -3.4775
H 0.3791 1.2817 2.0403
H -3.3253 0.5350 1.1735
H -1.5783 -2.5707 1.2355
H -1.8266 -0.1705 -1.6954
H -4.8144 -3.2739 2.3969
H -4.2262 -1.2880 -4.3437
H 0.5229 1.8957 -3.3171
H -3.5915 -2.2964 -3.0491
H 6.3157 4.1566 1.8796
H 2.8813 1.7443 4.5487
H 3.2599 -1.4291 1.1164
H -1.6061 -0.9707 0.4384
H -4.1158 -0.6400 -2.7086
H -5.3502 0.1336 4.9107
H 2.5218 2.3771 -2.1303
H -1.0007 1.7816 -2.4089
H 0.9134 -1.6915 -0.1699
H 6.5838 3.5132 0.2553
H -3.8506 -1.4717 -0.4876
H -3.8227 -3.0738 0.2704
H -5.6642 -2.2752 4.4764
H 4.5743 2.9852 -0.9085
H 6.8617 2.4965 1.6745
H 1.7212 -0.1704 -3.8176
H 4.7087 2.5132 3.3259
H 4.9659 -0.4077 -0.7448

## Properties
Multiplicity: 1
SMILES: CC[C@@H](c1nnnn1CCc1ccccc1)N(Cc1ccco1)Cc1cc2cc(C)cc(C)c2[nH]c1=O
Total energy in eV: -43627.913
Kohn-Sham gap in eV: 8.11
Energy relative to the best compared isomer or geometry (same formula, charge and spin) in kJ/mol: 169.9